(1)
Entry from the OMol25 dataset: a molecular structure, C40H29CrN7O2S (wB97M-V/def2-TZVPD).

Positions of all 80 atoms, in Å:
Cr: 0.88642 -0.20881 1.65599
N: 4.14039 0.53479 4.54114
C: 3.26813 0.39494 3.44887
S: 2.25768 -1.04135 3.44405
N: 3.28992 1.32662 2.56163
N: 2.36887 1.12658 1.55009
C: 2.40544 1.90529 0.45428
C: 3.54242 2.80620 0.18017
C: 4.85980 2.36226 0.31671
C: 5.92680 3.20927 0.07191
C: 5.70837 4.52707 -0.30988
C: 4.40380 4.97986 -0.45557
C: 3.33666 4.12879 -0.21682
C: 1.32099 1.80960 -0.43444
C: 1.22437 2.41075 -1.68607
C: -0.03531 2.68538 -2.27159
C: -1.19757 2.34177 -1.66881
C: -1.20018 1.43987 -0.50438
N: 0.18543 1.07398 0.09864
H: 4.36815 -0.35535 4.95728
H: 4.95918 1.07418 4.29651
H: 5.03830 1.33687 0.60871
H: 6.93825 2.83643 0.18209
H: 6.54411 5.19136 -0.49292
H: 4.21198 6.00406 -0.75507
H: 2.32241 4.49024 -0.32541
H: 2.11826 2.80803 -2.14613
H: -0.05967 3.24876 -3.19854
H: -2.16263 2.63578 -2.06003
H: -1.98999 1.57410 0.23343
O: -1.02755 -3.70702 0.95996
C: -0.48350 -2.63469 0.88637
N: -0.50109 -1.63509 1.86487
C: -1.26284 -1.60134 2.97535
O: -1.96255 -2.43959 3.52156
C: -1.27112 -0.16262 3.53137
C: -2.25271 0.25020 4.41498
C: -2.33317 1.59905 4.72511
C: -1.43313 2.49038 4.15302
C: -0.45753 1.99700 3.30126
N: -0.38120 0.70120 3.01446
C: 0.30108 -2.11918 -0.36135
C: 0.74291 -3.28400 -1.19650
C: 1.91357 -3.24163 -1.84162
C: 2.82672 -2.14239 -1.65171
C: 2.56079 -1.31070 -0.60432
N: 1.44461 -1.35179 0.14093
H: -2.93443 -0.49361 4.80242
H: -3.10462 1.95838 5.39555
H: -1.48184 3.55207 4.35196
H: 0.29215 2.62829 2.83972
H: 0.07754 -4.13344 -1.24574
H: 2.20211 -4.07386 -2.47781
H: 3.76114 -2.06873 -2.18883
H: 3.29977 -0.58593 -0.27369
C: -0.61141 0.14354 -0.66949
C: -0.76246 -1.14595 -0.98044
C: -2.02653 -1.61361 -1.52246
C: -2.04905 -2.56297 -2.61483
C: -3.07386 -3.52001 -2.77630
C: -3.07245 -4.42689 -3.81801
C: -2.04613 -4.43841 -4.76040
C: -1.02873 -3.49884 -4.63077
C: -1.03871 -2.57882 -3.59848
C: -3.25500 -1.03983 -1.04549
C: -3.40545 -0.54120 0.27309
C: -4.58274 0.01485 0.72978
C: -5.70355 0.11276 -0.09232
C: -5.58869 -0.36682 -1.39539
C: -4.40997 -0.91528 -1.85937
H: -3.86838 -3.55400 -2.04056
H: -3.87585 -5.15327 -3.88751
H: -2.03775 -5.16344 -5.56550
H: -0.21631 -3.47764 -5.34992
H: -0.24769 -1.84218 -3.52847
H: -2.56129 -0.62816 0.94946
H: -4.63424 0.36038 1.75743
H: -6.62845 0.54408 0.26839
H: -6.43635 -0.29673 -2.07041
H: -4.35489 -1.25985 -2.88514

Summary:
**⟨S²⟩**: 6.074
**Molecular weight**: 723.78 g mol⁻¹
**HOMO energy (alpha / beta)**: 0.0 / 0.0 eV
**E_LUMO (alpha / beta)**: 4.22 / 4.22 eV
**Maximum force**: 0.012 hartree/bohr
**Kohn-Sham gap (alpha / beta)**: 4.2353 / 4.2242 eV
**Spin multiplicity**: 5
**Total charge**: -2

***

(2)
Entry from the OMol25 dataset: a molecular structure, C2H7FGaPdS (wB97M-V/def2-TZVPD).

Positions of all 13 atoms, in Å:
F: 1.00905 -0.99211 0.81704
C: 1.19856 0.26587 0.17678
C: 0.25604 0.35775 -0.98705
Ga: -1.43966 0.85105 -0.00090
S: -2.43399 -1.08577 0.47148
H: 2.25754 0.29413 -0.12391
H: 1.06693 0.99636 0.99016
H: 0.15767 -0.59729 -1.50077
H: 0.55042 1.12083 -1.70588
H: -1.41245 1.21664 1.57514
H: -2.17742 2.07348 -0.66011
H: -1.57433 -1.90165 -0.16507
Pd: 2.54162 -2.59930 1.11310

Summary:
**Molecular weight**: 258.29 g mol⁻¹
**HOMO energy**: -11.9 eV
**E_LUMO**: -8.95 eV
**Maximum force**: 0.012 hartree/bohr
**Kohn-Sham gap**: 2.9704 eV
**Spin multiplicity**: 1
**Total charge**: +1

***

(3)
Entry from the OMol25 dataset: 2 unconnected molecules or ions with the total composition C8H7NO2 in a non-equilibrium geometry (wB97M-V/def2-TZVPD).

Positions of all 18 atoms, in Å:
C: 2.51377 -1.10366 -1.18194
C: 1.16672 -0.50951 -0.75519
C: -0.03315 -0.65054 -1.53240
C: -1.20368 0.15570 -1.13795
C: -1.16575 0.68206 0.11233
C: -1.83628 1.19598 2.30456
C: -0.14932 0.60098 0.98250
C: 1.05555 -0.04451 0.64267
H: 3.54889 -0.60404 -0.77497
H: 2.54710 -2.11976 -0.69119
H: 2.67901 -1.11302 -2.24864
H: 0.14568 -1.00182 -2.52265
H: -2.16910 0.38775 -1.70433
H: -3.47148 0.44430 0.93133
H: 1.77253 0.03690 1.27778
N: -2.28361 1.20022 0.85499
O: -2.65131 1.35458 3.13103
O: -0.46557 1.08839 2.31206

Summary:
**Molecular weight**: 149.15 g mol⁻¹
**HOMO energy**: -8.7 eV
**Relative energy (zero: lowest compared OMol25 entry of this formula, charge and spin)**: 334.3 kJ/mol
**E_LUMO**: 0.04 eV
**Maximum force**: 0.158 hartree/bohr
**Kohn-Sham gap**: 8.7574 eV
**Spin multiplicity**: 1
**Total charge**: 0